1.
Computed, not measured: the ion C6H11N2O2S with charge +1 at a distorted geometry, with wB97M-V/def2-TZVPD.

Each line ends with the Löwdin charge.
CARTESIAN COORDINATES (ANGSTROEM)
S: -3.32 1.18 -0.30  1.204
O: -0.77 1.70 -0.07  -0.037
O: -4.64 1.19 0.09  -0.385
N: 1.40 1.06 -0.01  -0.124
N: -0.28 -0.47 -0.47  0.164
C: 0.12 0.84 -0.21  -0.473
C: 1.61 2.34 0.56  -0.022
C: 2.54 0.25 -0.41  -0.012
C: -2.78 -0.49 0.03  -0.449
C: -3.75 -1.44 0.54  -0.120
C: -1.56 -1.03 -0.30  0.005
H: -4.15 -2.20 -0.15  0.101
H: 2.44 2.90 0.05  0.137
H: 1.55 2.17 1.65  0.128
H: -4.71 -0.90 1.00  0.128
H: -1.53 -2.08 -0.47  0.143
H: 0.38 -1.20 -0.64  0.130
H: 0.77 2.92 0.39  0.054
H: 3.29 0.59 -1.17  0.118
H: 2.19 -0.59 -1.06  0.097
H: 3.15 0.05 0.43  0.087
H: -3.40 -2.05 1.46  0.128

Output
Strongest force on any atom, eV Å⁻¹: 6.3
LUMO energy (spin up / spin down), eV: -6.334 / -6.336
Charge: +1
ΔE to the lowest compared entry with this formula, charge and spin, eV: 1.857
2S+1: 1
Electronic energy, eV: -24301.028
E_HOMO (spin up / spin down), Ha: -0.487 / -0.486

2.
Computed, not measured: a structure of composition C22H26MnN4O3 at a distorted geometry, with wB97M-V/def2-TZVPD.

Each line ends with the Löwdin charge.
CARTESIAN COORDINATES (ANGSTROEM)
Mn: -2.02 -0.43 0.40  1.062
O: -1.95 -1.48 -1.35  0.018
O: -1.19 -2.14 -3.34  0.140
O: -0.05 -0.10 0.02  -0.017
N: 0.23 -0.94 -2.09  0.117
N: -4.65 0.97 1.45  0.123
N: -2.33 0.91 1.92  -0.009
N: -3.88 -1.18 0.87  -0.006
C: -6.44 -2.24 1.27  0.000
C: 4.48 -0.12 -0.66  -0.237
C: -4.11 -2.51 0.68  -0.087
C: 5.61 -1.10 -0.69  -0.044
C: -1.03 -1.52 -2.20  -0.398
C: 3.59 2.19 -0.57  -0.150
C: -5.36 -3.07 0.90  -0.027
C: 0.68 -0.25 -0.99  -0.259
C: -1.28 1.29 2.70  -0.085
C: 2.25 1.59 -0.29  -0.142
C: 1.04 -1.25 -3.29  -0.054
C: -3.74 2.44 3.13  0.026
C: 6.12 1.74 -0.54  -0.039
C: -6.21 -0.88 1.42  0.025
C: 3.08 -0.68 -0.66  -0.112
C: -2.67 2.81 3.94  0.000
C: 4.72 1.20 -0.57  -0.241
C: 0.07 -2.03 -4.11  -0.037
C: -1.42 2.21 3.72  -0.031
C: -4.91 -0.39 1.24  -0.274
C: -3.55 1.44 2.17  -0.272
C: 2.06 0.30 -1.09  -0.247
H: -5.49 1.50 1.65  0.144
H: -2.80 3.55 4.73  0.133
H: -3.25 -3.09 0.33  0.119
H: 1.92 -1.84 -3.02  0.139
H: 3.06 -1.60 -1.27  0.114
H: 3.82 2.99 0.16  0.136
H: 1.46 2.31 -0.55  0.131
H: 1.36 -0.32 -3.78  0.148
H: 6.37 -0.86 -1.46  0.093
H: 6.12 2.83 -0.46  0.083
H: -4.74 2.86 3.23  0.131
H: 2.83 -1.01 0.37  0.152
H: -7.43 -2.66 1.44  0.132
H: 2.14 1.35 0.78  0.132
H: 6.72 1.36 0.30  0.097
H: 3.57 2.67 -1.57  0.143
H: 0.41 -3.05 -4.29  0.151
H: 6.14 -1.10 0.28  0.099
H: -0.15 -1.52 -5.05  0.150
H: -0.56 2.46 4.33  0.125
H: 2.22 0.55 -2.15  0.155
H: -5.49 -4.14 0.76  0.126
H: 5.27 -2.12 -0.87  0.081
H: -0.32 0.82 2.45  0.113
H: -6.99 -0.16 1.68  0.131
H: 6.68 1.48 -1.45  0.094

Output
Strongest force on any atom, eV Å⁻¹: 2.3
LUMO energy (spin up / spin down), eV: -5.861 / -6.312
Charge: +2
ΔE to the lowest compared entry with this formula, charge and spin, eV: 0.000
2S+1: 6
Electronic energy, eV: -66648.029
E_HOMO (spin up / spin down), Ha: -0.484 / -0.484

3.
Computed, not measured: a structure of composition C3H4BrN at a distorted geometry, with wB97M-V/def2-TZVPD.

Each line ends with the Löwdin charge.
CARTESIAN COORDINATES (ANGSTROEM)
Br: 2.76 0.57 0.06  0.633
N: 1.48 -3.20 0.08  0.050
C: -0.26 -0.05 0.31  -0.166
C: 1.04 -0.24 -0.45  -0.618
C: 1.47 -2.12 -0.24  -0.226
H: -0.57 -0.93 1.00  0.107
H: -1.13 0.09 -0.46  0.109
H: 1.09 -0.28 -1.53  0.033
H: -0.24 0.84 0.98  0.077

Output
Strongest force on any atom, eV Å⁻¹: 7.6
LUMO energy, eV: 0.136
ΔE to the lowest compared entry with this formula, charge and spin, eV: 2.036
2S+1: 1
Electronic energy, eV: -74705.790
E_HOMO, Ha: -0.397

4.
Computed, not measured: a structure of composition C7H12, with wB97M-V/def2-TZVPD.

Each line ends with the Löwdin charge.
CARTESIAN COORDINATES (ANGSTROEM)
C: -0.63 0.28 -0.44  -0.495
C: -1.03 0.97 -1.71  -0.085
C: 0.22 -0.98 -0.43  -0.178
C: 1.50 -0.39 0.18  -0.132
C: 0.01 1.04 0.69  -0.017
C: -2.07 0.35 -0.82  -0.084
C: 1.89 -1.04 1.48  -0.162
H: 1.06 -1.38 2.12  0.071
H: 0.39 -1.42 -1.42  0.112
H: -0.97 2.05 -1.75  0.102
H: -2.56 -0.56 -1.15  0.104
H: 1.21 0.88 0.39  0.076
H: -0.25 0.67 1.69  0.102
H: 2.44 -1.94 1.17  0.088
H: -0.04 2.14 0.66  0.108
H: -0.25 -1.74 0.20  0.112
H: 2.58 -0.43 2.07  0.072
H: -2.72 1.02 -0.25  0.102
H: -0.79 0.47 -2.65  0.104

Output
Strongest force on any atom, eV Å⁻¹: 0.3
LUMO energy, eV: 0.995
ΔE to the lowest compared entry with this formula, charge and spin, eV: 4.721
2S+1: 1
Electronic energy, eV: -7448.711
E_HOMO, Ha: -0.279

5.
Computed, not measured: the molecule C14H19N5O4 at a distorted geometry, with wB97M-V/def2-TZVPD.

Each line ends with the Löwdin charge.
CARTESIAN COORDINATES (ANGSTROEM)
O: -0.20 0.44 -0.31  -0.072
O: -3.04 2.33 -1.52  -0.110
O: 4.82 1.33 0.37  0.131
O: -4.02 -1.92 0.45  -0.201
N: -0.52 2.90 -0.75  0.070
N: -2.91 0.00 -0.87  0.082
N: 2.40 -3.28 -0.91  0.080
N: 0.76 3.12 -0.80  0.097
N: 2.77 0.53 -0.08  0.152
C: -4.64 -2.61 1.73  -0.026
C: 3.67 1.49 0.29  -0.532
C: -4.81 -0.87 0.09  -0.322
C: -0.97 1.47 -0.75  -0.107
C: 1.55 2.55 0.24  -0.270
C: 3.70 -3.55 -0.81  -0.254
C: -2.48 1.21 -0.86  -0.263
C: 4.45 -1.37 -0.12  -0.008
C: 4.71 -2.60 -0.74  -0.079
C: -4.19 -0.47 -1.31  -0.046
C: 2.23 -1.64 -0.75  0.043
C: 0.99 2.35 1.69  -0.021
C: 3.22 -0.79 -0.35  -0.227
C: 2.97 2.77 0.32  -0.103
H: -5.95 -1.01 -0.05  0.123
H: -4.75 0.62 -1.24  0.180
H: 1.10 -1.49 -0.69  0.107
H: 1.94 0.67 -0.38  0.004
H: -5.88 -2.83 1.75  0.148
H: 1.69 2.31 2.52  0.074
H: 5.71 -3.09 -0.48  0.128
H: -1.10 3.30 -1.24  0.003
H: -2.18 -0.42 -0.53  0.063
H: 5.31 -0.79 -0.18  0.082
H: 3.56 3.47 1.01  0.173
H: 0.76 1.17 1.50  0.114
H: -4.22 -1.06 -2.10  0.082
H: -4.01 -3.58 1.98  0.113
H: -4.91 0.04 1.02  0.190
H: -0.06 2.72 1.97  0.100
H: 3.25 3.22 -0.71  0.168
H: 3.76 -4.67 -0.90  0.114
H: -4.46 -1.95 2.50  0.020

Output
Strongest force on any atom, eV Å⁻¹: 14.1
LUMO energy, eV: -0.948
ΔE to the lowest compared entry with this formula, charge and spin, eV: 14.740
2S+1: 1
Electronic energy, eV: -30454.129
SMILES string: COCCNC(=O)C(=O)N/N=C(\C)CC(=O)Nc1cccnc1
E_HOMO, Ha: -0.323

6.
Computed, not measured: a cluster of 2 separate species, C4H12 in total at a distorted geometry, with wB97M-V/def2-TZVPD.

Each line ends with the Löwdin charge.
CARTESIAN COORDINATES (ANGSTROEM)
C: 1.42 1.25 0.80  -0.182
C: 2.57 0.36 0.38  -0.165
C: -1.68 -1.28 -1.15  -0.175
C: -2.29 -0.43 -0.06  -0.189
H: -0.82 -0.78 -1.62  0.058
H: -1.66 -0.40 0.83  0.055
H: 0.44 1.06 0.34  0.043
H: -1.30 -2.23 -0.79  0.062
H: -3.24 -0.76 0.36  0.060
H: 3.50 0.72 0.83  0.061
H: -2.41 0.61 -0.36  0.062
H: 2.45 -0.66 0.73  0.061
H: 1.53 2.31 0.53  0.063
H: -2.38 -1.42 -1.98  0.062
H: 2.70 0.40 -0.70  0.061
H: 1.17 1.23 1.86  0.061

Output
Strongest force on any atom, eV Å⁻¹: 1.5
LUMO energy, eV: 1.129
ΔE to the lowest compared entry with this formula, charge and spin, eV: 0.173
2S+1: 1
Electronic energy, eV: -4342.355
SMILES string: CC.CC
E_HOMO, Ha: -0.425